14 unconnected molecules or ions with the total composition C56H87N9O10S5. Source: the OMol25 dataset; level of theory: the ωB97M-V functional and the def2-TZVPD basis.

Geometry as XYZ:
```
167
Properties=species:S:1:pos:R:3:forces:R:3:lowdin_charge:R:1
C 1.69043 2.90540 -6.16538 0.7 -0.8 0.0 -0.11
C 2.00808 4.12774 -5.28252 -0.9 -0.9 -0.5 -0.20
C 2.22420 3.68698 -3.79289 0.5 1.7 -0.4 -0.17
C 1.06870 3.19220 -3.15061 -4.0 -1.9 1.2 -0.26
N 0.07405 2.90949 -2.60325 1.9 0.5 -1.0 0.17
H 1.54321 3.00150 -7.24110 -0.3 1.0 0.1 0.07
H 0.82944 2.35407 -5.78746 0.0 0.0 0.1 0.07
H 2.53588 2.21773 -6.18607 0.1 -0.2 0.5 0.05
H 1.12496 4.76455 -5.33419 -0.1 0.1 0.4 0.10
H 2.78804 4.74112 -5.73368 0.4 -0.3 0.5 0.10
H 2.22022 4.57036 -3.15435 1.2 0.7 -0.2 0.13
H 3.06526 3.07020 -3.47620 0.3 0.0 -0.6 0.10
C -3.01510 2.91663 5.37192 0.9 0.2 -0.6 -0.20
C -3.29349 1.59298 6.03822 -0.2 -1.4 -0.5 -0.21
C -2.56818 0.52078 5.16585 1.0 1.1 0.7 -0.19
S -0.91664 1.27212 4.82074 -0.1 -1.4 1.4 0.71
O -0.68515 1.14198 3.39792 0.5 0.0 -0.1 -0.35
O 0.09318 0.76405 5.80336 -1.9 1.5 -2.0 -0.35
C -1.45102 2.97165 5.14244 -0.7 0.2 0.6 -0.20
H -3.48335 3.78105 5.84268 0.7 0.1 0.6 0.12
H -3.50814 2.98361 4.40211 0.2 -0.5 -0.3 0.08
H -4.35515 1.34603 6.03490 -0.1 0.1 0.0 0.11
H -2.96791 1.52916 7.07650 0.2 0.2 0.0 0.12
H -3.01453 0.45841 4.17339 0.0 -0.3 0.2 0.07
H -2.35287 -0.42940 5.65463 -0.3 0.0 -0.2 0.11
H -1.18802 3.58221 4.27864 0.1 0.0 0.2 0.07
H -0.89739 3.24177 6.04168 -0.1 0.3 0.0 0.10
C 1.79215 4.54613 4.74410 -1.0 1.1 0.0 -0.23
C 1.68742 3.91632 3.39417 -0.2 -1.4 -1.4 -0.27
C 2.83315 2.96654 3.31920 2.1 0.9 -0.3 -0.22
S 4.25829 4.08861 3.78542 -2.0 -0.3 -1.4 0.72
O 4.50663 4.95888 2.60860 -0.1 -1.1 2.0 -0.36
O 5.29207 3.32550 4.43294 0.6 0.4 -0.1 -0.34
C 3.20769 4.94879 5.04035 1.8 0.0 -0.4 -0.20
H 1.38775 3.83816 5.46752 0.1 0.3 0.3 0.11
H 1.20617 5.46038 4.64999 -0.4 -0.1 0.8 0.12
H 1.69120 4.61323 2.55609 0.1 0.2 0.2 0.11
H 0.81721 3.27128 3.27262 -0.4 0.4 0.1 0.08
H 3.13125 2.62624 2.32752 -0.3 -0.4 0.0 0.08
H 2.72685 2.19610 4.08288 0.3 -0.2 -0.2 0.11
H 3.42142 6.00951 4.90885 -0.1 0.0 0.1 0.10
H 3.62728 4.58612 5.97871 -0.2 0.2 0.1 0.10
C 0.26657 -1.30931 1.34240 -1.4 -1.4 -0.9 -0.19
C 1.05037 -0.16848 0.80263 1.1 0.4 -0.9 -0.25
C 0.17521 0.46459 -0.23391 -1.6 -0.1 -1.1 -0.20
S -0.60714 -0.93822 -1.18623 2.2 -0.3 1.6 0.72
O 0.06953 -1.12368 -2.47403 -0.8 0.3 1.1 -0.34
O -2.03456 -0.77626 -1.13772 -1.1 0.2 -0.6 -0.36
C -0.12832 -2.19419 0.09387 0.8 1.4 -0.1 -0.16
H -0.65229 -0.90303 1.76520 0.1 -0.2 0.6 0.10
H 0.83998 -1.92764 2.03303 -0.3 0.0 0.2 0.11
H 1.92495 -0.50152 0.24380 0.5 -0.2 0.4 0.10
H 1.35353 0.48949 1.61703 0.0 0.3 -0.2 0.11
H 0.52566 1.06548 -1.07310 0.6 0.3 0.6 0.05
H -0.66598 0.93868 0.27178 -0.2 0.2 -0.3 0.08
H 0.84766 -2.55117 -0.23497 -0.4 -0.7 -0.4 0.08
H -0.91363 -2.94187 0.20509 0.3 0.1 0.0 0.07
C -4.34768 3.83519 -1.26703 1.4 0.0 0.1 -0.22
C -5.55719 3.86406 -0.33023 -0.2 -1.2 -0.5 -0.18
C -5.62804 2.45531 0.41081 -0.5 1.0 0.2 -0.18
S -4.22702 1.38955 -0.15682 -0.4 0.3 0.6 0.74
O -4.68753 0.03601 -0.47341 0.5 1.6 0.5 -0.34
O -3.12192 1.59661 0.80870 -1.4 -0.7 -1.5 -0.36
C -4.02189 2.36955 -1.65705 -0.3 0.9 0.1 -0.20
H -3.46434 4.30372 -0.83312 0.1 -0.1 0.4 0.10
H -4.51062 4.41770 -2.17380 -0.2 -0.1 -0.1 0.11
H -6.40395 3.99087 -1.00477 -0.4 -0.4 0.3 0.10
H -5.60148 4.74773 0.30636 0.4 -0.3 0.3 0.11
H -6.57955 1.94582 0.25873 0.2 -0.2 -0.7 0.09
H -5.65400 2.58257 1.49305 0.8 -0.1 0.1 0.09
H -4.83879 2.08071 -2.31836 0.1 -0.6 0.0 0.11
H -3.05589 2.25313 -2.14837 0.0 -0.2 0.2 0.10
C -2.46265 -3.24914 -6.03118 0.3 -0.2 -1.2 -0.22
C -1.99905 -4.72388 -6.05580 0.1 0.5 1.2 -0.17
C -1.88115 -5.13758 -4.55353 -0.3 -1.2 -0.7 -0.22
S -1.23995 -3.74981 -3.59193 -0.2 0.3 -2.1 0.73
O 0.22272 -3.66339 -3.72317 -1.8 -0.9 0.5 -0.35
O -1.89896 -3.71289 -2.30223 0.8 0.0 -0.1 -0.34
C -2.02848 -2.56418 -4.79161 0.1 0.8 3.3 -0.20
H -3.54898 -3.16374 -6.05762 0.1 -0.1 -0.3 0.11
H -2.00803 -2.80583 -6.91712 -0.4 0.3 0.0 0.11
H -1.06261 -4.72347 -6.61361 0.1 -0.5 0.3 0.11
H -2.75723 -5.30658 -6.57900 0.3 -0.2 0.1 0.11
H -1.37678 -6.07553 -4.32120 0.7 0.2 -0.2 0.10
H -2.88994 -5.37226 -4.21388 -0.2 0.7 0.3 0.09
H -1.44350 -1.64940 -4.69630 0.5 -0.2 -0.9 0.10
H -2.90932 -2.28244 -4.21467 -0.2 -0.1 0.1 0.08
N -4.96211 -2.70115 -2.25427 -0.5 -0.5 -0.5 0.04
C -5.03209 -4.05296 -2.52479 -0.1 0.9 0.1 -0.14
C -5.82092 -4.19942 -3.64937 0.2 -1.3 0.6 -0.14
C -6.24233 -2.93986 -4.07092 0.4 1.1 0.1 -0.13
C -5.71117 -2.01542 -3.18170 0.3 -0.2 -0.4 -0.13
H -4.46499 -2.32145 -1.46130 -0.1 0.2 -0.3 0.11
H -4.51383 -4.72610 -1.85793 -0.2 -0.2 -0.3 0.10
H -6.16622 -5.13442 -4.06525 0.3 0.0 0.0 0.09
H -6.74627 -2.74668 -5.00641 -0.2 0.2 0.3 0.09
H -5.73476 -0.93653 -3.22452 0.0 -0.1 0.2 0.10
N -1.97804 3.86064 1.79345 0.0 1.6 0.1 0.03
C -2.86776 4.74793 2.37971 -1.1 -0.6 0.0 -0.16
C -2.40463 6.07276 2.31975 -1.0 -2.5 0.5 -0.10
C -1.18970 5.93267 1.70882 2.9 -0.7 -2.1 -0.13
C -0.93228 4.57103 1.32517 -0.5 2.6 0.7 -0.12
H -2.04038 2.87544 1.57992 -0.8 0.0 0.3 0.08
H -3.84399 4.37182 2.64785 0.1 0.0 0.3 0.09
H -2.89494 6.97333 2.65884 0.0 -0.2 0.0 0.10
H -0.55676 6.76769 1.44702 0.2 -0.1 0.0 0.09
H -0.21135 4.12630 0.65517 0.2 0.1 0.3 0.11
N 2.21097 -5.34420 1.26494 -1.7 -0.4 -1.5 0.05
C 1.64395 -5.24649 2.46835 0.3 0.3 2.1 -0.18
C 0.27882 -5.26595 2.37819 -0.4 -0.4 1.2 -0.11
C -0.04212 -5.43990 1.02780 -0.2 0.1 -0.7 -0.14
C 1.13142 -5.47899 0.37178 2.5 0.2 -1.4 -0.14
H 3.19863 -5.24852 1.07659 -0.3 -0.1 -0.3 0.11
H 2.26971 -5.21770 3.34811 -0.1 0.1 0.1 0.10
H -0.41111 -5.30481 3.20819 0.1 0.2 0.0 0.09
H -0.97480 -5.48365 0.48503 -0.2 0.0 0.4 0.09
H 1.32869 -5.50870 -0.68964 0.0 -0.1 0.0 0.11
N 5.72511 -2.01615 4.34724 -1.0 -1.9 1.3 -0.01
C 4.37938 -2.26018 4.58144 -0.3 1.0 -1.0 -0.11
C 3.69384 -1.15624 4.03925 -1.0 -2.1 1.2 -0.12
C 4.60780 -0.24478 3.56680 2.0 0.1 -0.1 -0.10
C 5.86067 -0.82223 3.80495 0.3 2.7 -1.6 -0.16
H 6.46282 -2.64450 4.63197 -0.1 0.4 0.0 0.15
H 4.00941 -3.14647 5.07541 0.2 0.1 -0.1 0.10
H 2.61618 -1.08510 4.03418 0.0 0.1 0.1 0.09
H 4.45979 0.72486 3.11479 0.0 -0.2 0.1 0.08
H 6.82095 -0.38548 3.57359 0.0 -0.2 0.1 0.11
N 5.30160 3.13952 -1.55564 0.7 0.8 0.6 0.01
C 4.44523 3.69208 -0.65510 -2.1 -0.2 -0.6 -0.12
C 3.31055 2.86490 -0.61467 1.9 -0.3 0.0 -0.09
C 3.70511 1.67112 -1.35218 -3.5 0.3 0.9 -0.13
C 4.85633 1.90922 -1.94684 2.8 0.4 -1.4 -0.17
H 6.13743 3.62553 -1.84766 -0.1 -0.5 0.0 0.15
H 4.62471 4.66953 -0.23232 0.0 -0.1 0.0 0.11
H 2.34960 3.08395 -0.17310 0.2 -0.2 0.3 0.08
H 3.06763 0.81748 -1.52915 0.1 -0.1 0.0 0.09
H 5.47517 1.36860 -2.64769 -0.3 -0.3 0.1 0.12
N 2.38846 -2.16176 -4.38912 1.5 1.9 0.6 0.03
C 3.65336 -2.70378 -4.51720 -1.9 -1.2 -0.5 -0.15
C 4.40936 -1.87879 -5.27425 0.2 1.6 -0.7 -0.12
C 3.65169 -0.65746 -5.48280 -0.4 -0.9 1.1 -0.11
C 2.44049 -0.83463 -4.80622 0.3 -1.3 -1.1 -0.13
H 1.59179 -2.59361 -3.94312 0.1 0.1 0.2 0.06
H 3.75086 -3.73144 -4.19968 0.4 0.1 -0.1 0.10
H 5.36725 -2.06374 -5.73752 0.1 -0.1 0.4 0.08
H 4.01008 0.20600 -6.02352 -0.2 0.0 0.1 0.07
H 1.55338 -0.23277 -4.67506 0.2 0.2 -0.1 0.09
N 5.08994 -3.67074 0.89658 -1.1 1.7 1.1 0.00
C 5.46536 -4.42601 -0.12664 -0.6 -0.6 -2.5 -0.15
C 4.59592 -4.13997 -1.22139 1.5 -0.6 0.9 -0.08
C 3.69251 -3.14519 -0.77236 0.3 0.0 0.1 -0.12
C 4.03364 -2.85918 0.50952 0.2 0.3 1.1 -0.14
H 5.55986 -3.63585 1.78991 -0.2 0.2 -0.2 0.14
H 6.33693 -5.04804 0.01429 -0.2 -0.2 -0.5 0.11
H 4.73653 -4.52646 -2.22002 -0.2 -0.1 0.2 0.07
H 2.86099 -2.63261 -1.23305 0.2 -0.2 -0.5 0.09
H 3.61601 -2.09114 1.14363 0.1 -0.3 0.3 0.10
N -3.36959 -2.14982 1.07881 -0.4 1.6 1.7 0.01
C -3.68640 -1.66086 2.36681 -0.8 -1.6 -0.6 -0.10
C -4.08946 -2.77288 3.16831 1.4 1.4 -2.3 -0.09
C -3.84734 -3.91220 2.35264 -0.3 0.2 -1.6 -0.10
C -3.48196 -3.46812 1.03611 -0.6 -1.9 2.7 -0.15
H -3.17602 -1.60883 0.24817 0.2 0.5 0.2 0.07
H -3.74681 -0.59715 2.54370 0.1 -0.2 -0.1 0.07
H -4.52904 -2.70099 4.15219 0.3 -0.2 0.0 0.08
H -3.99774 -4.94498 2.63039 -0.1 0.1 -0.1 0.08
H -3.33200 -4.02684 0.12412 0.2 0.0 0.1 0.09
```
Forces are in eV/Å.

Gap between HOMO and LUMO: 0.287 Eh
HOMO energy: -0.278 Ha
Energy above the lowest of the compared OMol25 structures with the same formula, charge and spin: 0.0 kJ/mol